The following is a DFT calculation (the ωB97M-V functional and the def2-TZVPD basis) of C9H18N2O3 in the gas phase in a non-equilibrium geometry.

Last column: Löwdin charge in e.
Element x y z (Å)
C (-0.5685, 1.3205, -0.3097)  -0.50
C (-2.0121, -0.6832, 0.4151)  -0.36
C (1.3073, -0.1356, -0.1370)  -0.49
C (-1.8683, -1.8479, -0.4792)  -0.06
C (-3.3628, -0.5867, 1.2321)  -0.04
C (4.6749, -0.0999, -0.6882)  -0.06
C (-2.8162, 1.1176, -1.2975)  -0.01
C (0.8687, 1.6729, 1.4181)  -0.05
C (3.5584, -0.9634, -0.0548)  -0.22
N (-1.7552, 0.5876, -0.3412)  -0.04
N (0.4243, 0.7078, 0.4727)  -0.05
O (-0.4619, 2.4138, -0.8331)  0.09
O (1.1593, -0.8101, -1.1312)  0.11
O (2.5168, -0.1815, 0.4966)  -0.02
H (-1.9268, -2.8131, 0.0558)  0.10
H (-1.0118, -1.9364, -1.0377)  0.04
H (-2.5917, -2.0488, -1.1584)  0.05
H (-3.1482, 0.2112, 1.8614)  0.04
H (-3.5079, -1.5858, 1.7050)  0.09
H (-4.2657, -0.3721, 0.5493)  0.09
H (5.0108, 0.6293, 0.0687)  0.08
H (5.5324, -0.8212, -1.0593)  0.12
H (4.4146, 0.4732, -1.5038)  0.03
H (-3.1399, 2.2018, -0.9310)  0.13
H (-2.3330, 1.0416, -2.3318)  0.12
H (-3.6023, 0.4253, -1.2340)  0.03
H (1.4922, 1.1148, 2.2498)  0.13
H (1.4797, 2.5156, 0.8955)  0.12
H (-0.0887, 2.2089, 1.8207)  0.13
H (4.0112, -1.4163, 0.8069)  0.11
H (3.2153, -1.6933, -0.7965)  0.12
H (-1.2050, -0.6465, 1.2765)  0.17

Calculated values
HOMO-LUMO gap (eV): 10.1
SMILES: CCOC(=O)N(C)C(=O)N(C)C(C)C
Molar mass (g mol⁻¹): 202.3
DFT total energy (a.u.): -688.92185
HOMO energy (eV): -9.30
Maximum force (eV/A): 3.81

=====

The following is a DFT calculation (the ωB97M-V functional and the def2-TZVPD basis) of a 11-piece molecular cluster, C4H30N2O12 overall in a non-equilibrium geometry.

Last column: Löwdin charge in e.
Element x y z (Å)
C (-0.3872, -1.2540, -1.1706)  -0.18
N (0.1560, 0.1038, -1.0951)  0.11
C (0.0292, 0.9809, -2.1114)  -0.62
O (-0.9712, 0.8083, -2.9905)  0.10
O (0.7634, 1.9609, -2.1508)  0.02
C (0.2926, -2.1778, -0.2119)  -0.23
N (-0.6077, -2.5994, 0.8721)  -0.12
C (0.0377, -3.3891, 1.8908)  -0.16
H (-0.3709, -1.7428, -2.1315)  0.11
H (-1.4616, -1.1741, -0.9373)  0.10
H (1.0436, 0.0853, -0.5565)  0.14
H (-1.0828, 1.6450, -3.6062)  0.20
H (1.1872, -1.7097, 0.2510)  0.10
H (0.5918, -3.1466, -0.7188)  0.14
H (-0.8640, -1.6902, 1.2417)  0.07
H (-0.1235, -2.9652, 2.9411)  0.09
H (1.1294, -3.5586, 1.8253)  0.07
H (-0.1694, -4.5080, 1.8458)  0.09
H (-0.1900, 0.6333, 2.7858)  0.08
H (0.7880, 0.8142, 3.9220)  0.08
O (0.6628, 0.2230, 3.1777)  -0.04
H (3.2234, -1.8258, -3.0861)  0.02
H (1.8261, -1.8259, -2.9726)  -0.01
O (2.5127, -2.4792, -3.0792)  -0.06
H (-2.9430, -0.5973, 2.3176)  0.05
H (-2.0488, -1.4609, 3.2550)  0.02
O (-2.4669, -0.6122, 3.1622)  -0.03
H (-3.0536, 1.0907, 0.0321)  0.00
H (-1.8739, 1.6895, -0.5948)  0.01
O (-2.5804, 1.9182, 0.0367)  -0.04
H (3.3455, -0.3022, 2.2682)  0.01
H (1.7422, 0.0823, 2.3519)  -0.02
O (2.5683, -0.2051, 1.7183)  -0.16
H (3.7012, -0.1878, -0.8489)  0.07
H (3.2712, 0.9715, -1.8032)  0.04
O (3.3851, -0.0043, -1.7707)  -0.07
H (-1.1702, 3.9569, -1.0753)  0.02
H (-0.2432, 4.0844, -2.1167)  0.02
O (-0.8518, 4.6990, -1.6324)  -0.07
H (2.5909, 3.3606, -1.7501)  0.02
H (1.6114, 3.1843, -0.7143)  0.02
O (2.5588, 3.4391, -0.7921)  -0.08
H (-2.0481, 1.8117, 3.1938)  0.03
H (-0.8499, 2.6218, 2.6373)  0.13
O (-1.1463, 2.0146, 3.4229)  -0.08
H (-3.3590, -0.9564, -2.3988)  0.03
H (-4.4365, -1.1688, -1.2536)  0.04
O (-3.7182, -0.6376, -1.5803)  -0.03

Calculated values
HOMO-LUMO gap (eV): 9.0
SMILES: CNCCNC(=O)O.O.O.O.O.O.O.O.O.O.O
Molar mass (g mol⁻¹): 298.3
DFT total energy (a.u.): -1182.75504
HOMO energy (eV): -9.26
Maximum force (eV/A): 3.52

=====

The following is a DFT calculation (the ωB97M-V functional and the def2-TZVPD basis) of C37H45N9STi as an isolated structure.

Last column: Löwdin charge in e.
Element x y z (Å)
Ti (0.2449, 0.5158, 0.9318)  0.85
C (1.3757, -2.3737, 0.2901)  -0.10
N (0.0474, -1.7527, 0.3980)  -0.23
C (-0.7387, -2.4387, 1.4355)  -0.10
C (-0.3096, -1.9726, 2.8057)  -0.25
C (-0.5231, -2.7507, 3.9325)  0.01
C (-0.1202, -2.2692, 5.1653)  -0.02
C (0.4985, -1.0282, 5.2322)  -0.03
C (0.6716, -0.3151, 4.0632)  -0.11
N (0.2696, -0.7683, 2.8664)  0.04
C (-0.6464, -1.7577, -0.8974)  -0.10
C (-1.8935, -0.9187, -0.8129)  -0.26
C (-3.0409, -1.2435, -1.5177)  -0.01
C (-4.1565, -0.4320, -1.4007)  -0.02
C (-4.0961, 0.6767, -0.5713)  -0.02
C (-2.9188, 0.9257, 0.1058)  -0.11
N (-1.8332, 0.1483, -0.0002)  0.02
C (2.4365, -1.4185, -0.1861)  -0.24
C (3.6339, -1.8997, -0.6966)  0.00
C (4.6183, -1.0022, -1.0614)  -0.03
C (4.3713, 0.3575, -0.9220)  -0.03
C (3.1524, 0.7526, -0.4137)  -0.11
N (2.1972, -0.1115, -0.0394)  0.04
H (1.6680, -2.7265, 1.2810)  0.14
H (1.3445, -3.2527, -0.3627)  0.15
H (-1.7963, -2.2147, 1.2908)  0.14
H (-0.6354, -3.5265, 1.3590)  0.15
H (-0.9925, -3.7219, 3.8393)  0.13
H (-0.2746, -2.8582, 6.0611)  0.13
H (0.8469, -0.6235, 6.1725)  0.12
H (1.1545, 0.6527, 4.0584)  0.10
H (0.0322, -1.3284, -1.6373)  0.11
H (-0.8932, -2.7727, -1.2310)  0.15
H (-3.0535, -2.1218, -2.1499)  0.13
H (-5.0644, -0.6665, -1.9417)  0.13
H (-4.9447, 1.3345, -0.4452)  0.12
H (-2.8302, 1.7836, 0.7618)  0.09
H (3.7839, -2.9671, -0.8039)  0.13
H (5.5635, -1.3526, -1.4554)  0.13
H (5.1096, 1.0957, -1.2015)  0.12
H (2.9151, 1.8026, -0.2972)  0.09
N (-1.8513, 1.8079, -3.6364)  0.10
C (-1.0845, 0.7029, -3.9390)  -0.69
N (0.1261, 0.5502, -3.5053)  0.09
C (0.6365, -0.6695, -3.9564)  -0.34
C (1.9182, -1.1450, -3.6916)  -0.03
C (2.2753, -2.3998, -4.1536)  -0.07
C (1.3742, -3.1829, -4.8795)  -0.07
C (0.1007, -2.7181, -5.1612)  -0.07
C (-0.2526, -1.4584, -4.6921)  -0.47
S (-1.7538, -0.6018, -4.8860)  1.10
H (-1.3197, 2.6653, -3.5723)  0.11
H (-2.6911, 1.9236, -4.1826)  0.09
H (2.6182, -0.5206, -3.1482)  0.10
H (3.2745, -2.7752, -3.9675)  0.11
H (1.6781, -4.1561, -5.2421)  0.11
H (-0.5922, -3.3163, -5.7391)  0.12
N (0.1376, 2.0901, -0.9335)  0.05
C (0.4031, 3.4733, -0.6815)  -0.32
C (-0.5252, 4.2318, 0.0215)  -0.05
C (-0.2440, 5.5484, 0.3537)  -0.08
C (0.9663, 6.1218, -0.0146)  -0.08
C (1.8831, 5.3707, -0.7364)  -0.06
C (1.6039, 4.0516, -1.0736)  -0.05
H (-0.8410, 1.9658, -1.1719)  0.06
H (0.6384, 1.7392, -1.7465)  0.06
H (-1.4708, 3.7848, 0.3126)  0.10
H (-0.9796, 6.1338, 0.8923)  0.11
H (1.1818, 7.1522, 0.2357)  0.11
H (2.8163, 5.8169, -1.0556)  0.11
H (2.3084, 3.4844, -1.6729)  0.11
C (-2.7467, 3.0900, 3.2269)  -0.07
C (-1.3912, 2.4150, 3.3649)  -0.20
N (-0.2854, 3.3486, 3.5630)  -0.05
C (-0.4650, 4.3383, 4.6408)  -0.19
C (-0.9873, 5.6945, 4.1856)  -0.05
C (0.8750, 3.2384, 2.8896)  -0.40
C (1.9397, 4.2649, 3.1657)  0.02
N (1.1022, 2.2796, 2.0306)  0.04
H (-3.5105, 2.3312, 3.0496)  0.08
H (-2.7561, 3.8030, 2.4005)  0.07
H (-3.0319, 3.6195, 4.1353)  0.08
H (-1.1846, 1.8401, 2.4645)  0.06
H (-1.4154, 1.7016, 4.1940)  0.13
H (0.4768, 4.4550, 5.1719)  0.11
H (-1.1567, 3.8940, 5.3577)  0.13
H (-0.3295, 6.1532, 3.4475)  0.06
H (-1.0485, 6.3658, 5.0430)  0.09
H (-1.9817, 5.6187, 3.7471)  0.07
H (2.3457, 4.1403, 4.1703)  0.10
H (1.5515, 5.2772, 3.0816)  0.08
H (2.7525, 4.1526, 2.4535)  0.09
H (2.0009, 2.4576, 1.5986)  0.05

Calculated values
<S²>: 2.004
HOMO-LUMO gap (alpha / beta) (eV): 7.1 / 8.2
Molar mass (g mol⁻¹): 695.8
Charge: +2
DFT total energy (a.u.): -3177.11451
HOMO energy (alpha / beta) (eV): -11.76 / -12.93
Spin multiplicity: 3
Maximum force (eV/A): 0.32

=====

The following is a DFT calculation (the ωB97M-V functional and the def2-TZVPD basis) of a 6-piece molecular cluster, C2H17NO5 overall in a non-equilibrium geometry.

Last column: Löwdin charge in e.
Element x y z (Å)
C (-1.6918, -0.5510, -2.4927)  -0.02
C (-0.6871, 0.6385, -2.1395)  -0.24
N (0.0812, 0.5163, -0.9689)  0.18
H (-1.2793, -1.5849, -2.6188)  0.10
H (-2.3263, -0.2770, -3.3574)  0.10
H (-2.5491, -0.7416, -1.7890)  0.10
H (-1.1651, 1.6376, -2.2320)  0.15
H (0.0633, 0.5869, -2.9835)  0.15
H (-0.5870, 0.3159, -0.1820)  0.13
H (0.6040, -0.4953, -1.0603)  0.19
H (-0.2056, 0.9168, 2.0613)  0.03
H (-1.7169, 0.6567, 2.6242)  0.12
O (-1.0801, 0.3908, 1.8731)  -0.15
H (-0.3592, -2.8841, 2.1626)  0.05
H (-0.4409, -1.2934, 2.4290)  0.02
O (0.1081, -2.0529, 2.1314)  -0.07
H (0.7422, -2.4834, 0.3859)  0.00
H (2.1095, -2.4654, -0.1134)  0.07
O (1.2103, -2.3135, -0.4348)  -0.05
H (1.6949, 0.8916, 3.0655)  0.09
H (1.3311, 1.9421, 1.7213)  0.03
O (1.1967, 1.6291, 2.6627)  -0.07
H (1.3252, 1.6578, -0.5405)  0.01
H (1.7035, 3.1638, -0.2400)  0.14
O (1.9185, 2.1988, 0.0356)  -0.05

Calculated values
<S²>: 0.755
HOMO-LUMO gap (alpha / beta) (eV): 11.8 / 5.7
Molar mass (g mol⁻¹): 135.2
Charge: +1
DFT total energy (a.u.): -516.98179
HOMO energy (alpha / beta) (eV): -14.79 / -14.78
Spin multiplicity: 2
Maximum force (eV/A): 6.55

=====

Energy above the lowest of the compared OMol25 structures with the same formula, charge and spin across the listed records, respectively: 241.0, 372.1, 3.1, 53.5 kJ/mol.